Entry 1:
51
Properties=species:S:1:pos:R:3:forces:R:3 method="wB97M-V/def2-TZVPD" total_charge=-2 homo_ev="0.0 / -2.4" e_above_lowest_kj_mol=0.0 energy_ha=-3350.608478 s_squared=6.07 spin_multiplicity=5 fmax_ev_per_a=0.16
H 3.511868 -2.565286 -3.375653 0.00 0.00 0.00
O -4.148188 0.574334 -1.548804 0.03 0.02 0.00
C -1.281678 -0.338951 -3.780207 -0.01 0.03 0.00
C -3.905725 -0.633803 1.216523 0.02 0.02 -0.04
N 4.073393 -5.534992 -1.651456 0.00 0.00 0.01
C 2.339026 1.875320 0.505277 0.00 0.00 -0.01
C 0.984117 -2.009549 -0.516169 0.01 -0.02 0.00
H 2.135197 -0.510472 -3.311885 0.00 0.00 0.00
C 4.525389 2.907147 0.771397 -0.01 -0.01 0.02
C -4.119447 -0.855840 2.566547 -0.01 0.00 0.02
C 2.656648 -3.369648 -1.577859 0.03 -0.06 0.01
H 5.434703 3.780632 -0.969293 0.00 0.00 0.00
H -3.080253 -1.144691 -2.911524 0.00 0.00 -0.01
H -4.738264 -1.688748 2.884125 0.00 0.00 0.00
H -2.912899 -0.007956 5.586978 0.00 0.00 0.00
H -1.611417 -2.078026 -2.594483 -0.01 0.00 -0.01
C 3.443698 -4.569920 -1.617851 -0.01 0.02 -0.01
Cl 5.881779 3.340295 1.820947 0.01 0.00 0.00
H 1.635226 -3.922717 0.229212 0.00 0.00 0.00
O 1.381317 1.943671 -1.708124 -0.03 -0.02 -0.05
C 1.246244 1.221052 1.088525 0.01 0.00 -0.01
C 3.494493 2.898950 -1.384085 0.00 0.00 0.01
S -2.841638 0.697634 -0.932010 -0.07 -0.03 -0.01
H -2.268327 1.669490 3.832928 0.00 0.00 0.00
C 1.104679 -1.025274 -1.504227 0.04 -0.04 0.02
C 3.454981 2.236061 1.311982 0.01 0.01 0.00
C 2.376700 2.226139 -0.899747 0.01 -0.01 0.04
H 3.449663 1.978860 2.364658 0.00 0.00 0.00
H 1.305702 1.017586 2.163749 0.00 0.00 0.00
O -1.503925 -0.652144 -4.944795 0.00 -0.02 0.01
H -4.349490 -1.277919 0.468005 -0.01 0.00 0.00
C -2.741491 1.025707 3.099029 0.00 0.01 -0.03
C 4.578104 3.255357 -0.569358 0.00 0.00 -0.01
C -3.541582 -0.027277 3.526108 -0.01 -0.01 0.00
N -1.819153 -0.422782 -1.351242 -0.02 0.00 0.00
C -2.024497 -1.066836 -2.648350 0.01 -0.03 0.03
H -4.618343 0.365895 5.353718 0.00 0.00 0.00
C -2.520262 1.257439 1.747595 0.00 -0.03 0.04
O -2.184127 2.000299 -1.014039 0.06 -0.03 0.01
C -3.106170 0.424288 0.810495 0.02 0.03 0.00
H -1.875835 2.055126 1.409386 0.00 0.00 -0.01
O -0.444369 0.559256 -3.386312 0.02 -0.01 -0.01
C 2.028354 -1.253371 -2.529397 0.01 -0.01 -0.01
C 1.741327 -3.168962 -0.542448 -0.01 0.03 -0.01
C -3.794061 -0.255897 4.993567 0.00 0.00 0.00
Cr -0.026172 0.654545 -1.448277 -0.08 0.14 0.00
H 3.499203 3.148970 -2.438484 0.00 0.00 0.00
C 2.800075 -2.403413 -2.574823 -0.02 0.02 0.00
H 0.276445 -1.855142 0.291193 0.00 0.01 0.00
H -4.055296 -1.296388 5.191601 0.00 0.00 0.00
O 0.154276 0.821953 0.497358 -0.02 0.00 0.02


Entry 2:
49
Properties=species:S:1:pos:R:3:forces:R:3 method="wB97M-V/def2-TZVPD" total_charge=0 homo_ev=-5.9 energy_ha=-2234.115885 fmax_ev_per_a=4.83
C 0.719283 -0.007836 -2.601061 0.35 -0.75 -0.34
O 2.409949 -1.134227 -1.346148 -0.72 1.73 0.87
S -1.058695 -0.500141 3.417793 0.13 2.00 0.49
C 4.945103 -2.502597 0.908708 -0.33 0.10 -0.38
C -0.219129 0.993120 -2.889419 0.24 -0.16 0.16
O -0.978682 3.428346 4.630037 0.28 -0.92 -3.04
O -1.596575 -0.074175 -6.126827 1.12 0.36 2.03
C 0.872156 -1.046052 -3.525802 0.08 0.16 0.29
H 4.089148 0.247155 2.678331 -0.06 0.12 0.14
C 1.551115 -0.051585 -1.418628 0.70 -0.83 0.26
C -3.823927 2.415562 3.589003 0.02 0.48 -0.04
C -0.142766 1.029830 3.571922 -4.77 -0.07 -0.74
C 3.232553 -0.301138 0.793361 -0.09 -0.45 -0.60
C 4.099450 -0.480030 1.883684 0.18 -0.26 -0.06
H -0.359615 1.803359 -2.197378 -0.18 0.23 0.06
C -0.955583 0.941199 -4.047328 -0.28 -0.03 -0.48
S -1.058871 2.558180 3.404792 0.35 -1.91 0.48
H -3.805233 -1.431930 3.594812 -0.01 -0.10 0.03
C -3.823764 -0.352264 3.594897 0.02 -0.48 -0.04
C -5.012699 1.721962 3.680706 -0.26 0.11 0.04
F 1.140895 1.033333 3.804184 3.30 0.01 0.57
C 0.138486 -1.100546 -4.682093 -0.44 -0.01 -0.69
H 0.850577 1.742331 -0.482089 -0.18 0.06 0.01
O -0.988246 -1.055256 2.021616 0.20 -0.19 2.61
H -5.943644 2.260076 3.762998 -0.12 0.08 -0.01
C -1.399709 -1.144388 -7.024903 0.03 -0.31 -0.27
C 3.239398 -1.259874 -0.248977 0.04 0.32 0.49
C 1.523573 0.907974 -0.406240 0.25 -0.25 -0.03
C 2.347864 0.790965 0.679844 -0.13 -0.11 -0.10
O -0.959377 3.091932 2.002143 0.05 0.21 2.60
C -0.800414 -0.102318 -4.973919 -0.57 0.05 -0.75
H 2.328950 1.529979 1.462069 -0.14 0.18 0.22
C -2.643986 1.716973 3.509479 0.61 0.51 -0.20
H -0.371802 -1.145631 -7.387944 0.06 -0.12 -0.06
H -1.675663 1.708105 -4.273191 -0.14 0.17 0.01
C -5.012733 0.341394 3.682711 -0.26 -0.10 0.04
H 5.606208 -1.694108 2.774020 0.05 0.01 0.11
C 4.101133 -2.351946 -0.170282 -0.39 -0.04 -0.64
H -1.635904 -2.091053 -6.538657 0.05 -0.12 -0.06
H -3.805555 3.495335 3.586119 -0.01 0.10 0.03
H -5.943874 -0.196476 3.765228 -0.11 -0.08 0.00
C 4.943012 -1.566762 1.933949 -0.10 0.48 0.36
H 0.287667 -1.915644 -5.367813 0.07 -0.15 -0.04
H 4.082483 -3.067232 -0.974924 0.05 -0.18 -0.11
O -0.983774 -1.352749 4.656209 0.34 0.81 -3.04
H 5.606744 -3.351183 0.952418 0.07 -0.14 -0.02
H 1.595645 -1.808274 -3.293612 -0.01 -0.22 -0.23
H -2.067544 -1.017328 -7.877561 0.00 0.21 0.24
C -2.643637 0.345648 3.513774 0.65 -0.49 -0.18


Entry 3:
53
Properties=species:S:1:pos:R:3:forces:R:3 method="wB97M-V/def2-TZVPD" total_charge=-1 homo_ev="-2.0 / -2.1" e_above_lowest_kj_mol=0.0 energy_ha=-2319.650343 fmax_ev_per_a=4.36
H -3.474025 -2.076728 4.498451 -0.79 0.83 -1.12
N -0.866853 -4.965400 -3.363524 -0.14 0.77 0.59
N 2.847806 -2.190132 2.638896 0.40 -0.24 0.63
H 4.758332 -1.457367 -1.164884 -0.43 -0.64 -0.18
H 3.158030 2.173071 0.125861 -0.66 0.77 0.50
C 1.829443 -3.004522 -1.915491 -1.02 -0.47 -0.41
H -1.565991 3.392548 -3.061741 0.61 1.15 0.10
H -0.115264 4.506299 -3.181463 0.24 -0.38 -0.76
H 3.812076 -3.380405 -2.627938 -0.02 -0.38 -0.24
N -3.670703 -1.511273 3.641133 0.50 0.38 1.01
C -1.202013 1.953464 1.804132 -1.79 -2.14 0.42
C 3.163574 -2.821818 -1.983195 0.47 1.09 0.49
C -3.215376 -2.037007 -1.088692 -1.02 0.88 1.13
C 0.993426 -2.173052 -1.100048 -2.73 -0.19 -0.21
H -0.841861 5.981427 -1.696399 -0.24 0.51 1.64
H 0.012881 3.598760 3.678597 -0.36 0.62 -0.31
C 3.711731 -1.796015 -1.150724 0.90 0.59 0.64
H -2.089956 2.612552 1.726027 0.45 -0.27 0.61
C -1.172344 -3.064905 -1.860728 -1.40 1.07 0.48
H -2.942420 -0.471116 0.406119 0.09 -0.98 -0.46
H 3.331887 -0.643264 0.616618 0.26 0.41 0.18
N 1.601020 -5.036815 -3.287353 -0.09 1.08 -0.19
C -2.499023 -1.276111 -0.204996 -1.44 0.40 -1.10
C -1.182802 4.450128 -2.968936 -1.32 -1.59 -3.84
O -0.901879 4.059663 -0.829610 -0.20 0.24 2.97
H -4.312384 -2.007577 -1.106536 0.51 0.33 0.03
C -0.454374 -2.142503 -1.064780 2.59 -1.65 -1.57
C 0.130802 2.564334 1.789663 1.40 0.24 -0.12
N -2.614872 0.091661 2.366890 -0.22 0.25 1.01
C -0.363406 -3.990109 -2.581484 0.27 -1.53 -1.91
N 1.597546 -1.449346 -0.145657 0.75 0.44 1.44
H 3.639707 4.330588 1.511468 -1.02 -0.26 0.01
S -1.051981 -1.804387 3.626496 0.59 0.39 -0.45
N -1.408665 0.654433 1.921856 1.07 1.47 1.48
C -1.083717 4.905058 -1.643824 0.83 0.09 -0.26
C 2.645621 3.825322 1.549614 0.78 -0.09 -0.59
H -1.678686 5.112536 -3.688592 0.03 -0.03 0.17
C -2.566481 -2.986189 -1.873795 2.14 -1.60 -0.99
C 2.935108 -1.240430 -0.173637 -0.60 -0.46 -1.37
C 1.145002 2.094249 0.917272 0.10 -1.15 0.23
C 0.548932 3.513508 2.737602 -1.42 -0.48 -0.58
H -3.055796 -3.706785 -2.501257 -0.52 -0.07 -0.09
C 1.700889 4.202297 2.508928 1.79 1.42 0.31
S 0.360243 -5.781907 -3.973491 -0.10 -1.02 -0.26
C 1.081306 -4.002977 -2.627624 -0.31 -0.59 0.40
Hf 0.211773 -0.824777 1.385466 -1.78 1.88 -1.27
H -4.410705 -0.798404 3.665683 0.28 -0.75 0.23
H 1.974028 5.105198 3.063788 -0.25 -0.58 0.41
C -2.483128 -0.959139 3.195421 -0.21 1.12 -2.03
N -1.148857 -1.399232 -0.119269 1.86 0.24 1.52
O 0.958551 0.880969 0.425004 -0.02 0.55 0.11
C 2.413559 2.720362 0.749390 -0.75 -0.55 0.27
C 1.810312 -1.728722 2.435297 1.90 -1.12 1.29


Entry 4:
54
Properties=species:S:1:pos:R:3:forces:R:3 method="wB97M-V/def2-TZVPD" total_charge=+1 homo_ev="-10.2 / -10.0" energy_ha=-1733.999086 s_squared=0.79 spin_multiplicity=2 fmax_ev_per_a=5.63
H 1.787961 0.081179 2.462390 -0.23 0.06 0.06
C 2.454145 2.604665 -2.018694 -0.06 -0.51 0.27
C -0.319158 -4.186351 2.112242 -0.18 0.29 -0.13
C 2.092939 -4.268055 1.558638 0.33 0.17 -0.20
H 2.197578 -5.212249 2.069055 0.01 -0.10 0.06
C -1.514590 -3.526852 2.000156 0.21 -0.24 0.04
N -2.177112 -0.116574 -0.898769 -1.02 -0.61 -1.19
C 3.772448 0.284133 -1.186796 -0.59 -0.31 0.23
C 0.832157 -3.642836 1.504693 -0.10 0.42 -0.22
H 4.352588 -0.580749 -0.928342 -0.03 0.00 0.08
H 4.128780 -4.147188 0.968724 0.09 -0.07 0.00
N 0.774482 0.159348 2.511775 0.41 0.05 0.49
C -0.618084 2.074539 2.532925 0.75 0.66 1.81
H -0.241348 -5.112147 2.660306 0.00 -0.13 0.05
N 0.378139 1.546802 -1.386493 -0.72 0.32 -0.07
H 4.397453 3.305923 -2.606797 0.13 0.12 -0.10
N -4.263362 -1.818679 -4.492210 0.07 -0.22 -0.44
N -0.507481 -1.796835 0.696132 -0.54 -0.54 0.71
C 2.399561 0.355463 -0.952167 0.87 1.17 -0.83
C 3.048867 -2.442527 0.291805 -0.55 0.83 -0.22
C -4.253143 -0.891557 -2.116597 0.13 0.09 0.09
H -0.228558 4.593295 -2.646615 -0.04 0.04 -0.08
H -2.508210 -1.803022 1.164678 0.08 0.03 -0.08
O -1.616041 2.439861 -1.892192 0.59 0.26 -0.36
H 5.532074 1.213116 -1.953272 0.08 0.00 0.01
N -1.043093 1.666297 1.344229 1.17 -1.07 0.89
C -1.570185 -2.335644 1.271169 -0.06 0.20 -0.13
H -0.642701 3.561779 3.949505 0.03 -0.17 0.16
H 0.399747 -0.623645 3.047822 0.07 0.25 -0.06
N 1.554659 -0.519899 -0.306384 -1.56 -0.24 -0.81
C 3.847013 2.489281 -2.172174 0.02 -0.26 0.12
H -2.069173 3.252494 -2.158903 0.13 -0.06 0.01
C 1.723256 3.746822 -2.418089 -0.47 -0.16 0.09
C -4.247375 -1.400605 -3.423677 0.14 0.21 -0.43
C 0.360796 3.741210 -2.343978 0.34 0.14 -0.06
C 1.734255 1.527851 -1.451780 0.87 0.16 -0.16
C 3.161536 -3.670872 0.943754 -0.27 -0.55 0.37
H -2.414041 -3.914663 2.449916 -0.09 -0.01 0.03
C 4.471216 1.329186 -1.793073 0.03 0.49 -0.16
C -3.113564 -0.485306 -1.501250 0.26 0.24 0.56
H 0.485220 1.448142 4.116007 0.13 0.12 -0.25
N -1.162736 3.114725 3.211436 0.66 -0.77 -0.89
N -6.452992 -0.814180 -0.826930 -0.45 0.10 0.29
Ru -0.349471 -0.069020 -0.316416 1.56 1.81 1.26
C -0.288181 2.582697 -1.870308 -0.52 -0.20 -0.07
C 0.698608 -2.410061 0.813409 0.69 -0.56 0.20
H 3.944692 -2.045345 -0.144178 -0.01 0.00 -0.01
O -2.593282 3.319649 0.896803 2.00 -0.85 2.04
H -1.815540 3.693488 2.690472 -0.12 -0.13 -0.11
N -1.955578 2.274164 0.688101 -3.74 0.93 -4.10
C 1.836722 -1.755672 0.220739 0.63 -1.48 0.93
C -5.467670 -0.837385 -1.414431 -0.14 -0.25 0.39
H 2.252047 4.610439 -2.787936 0.06 0.12 -0.10
N 0.433421 1.389780 3.100801 -1.04 0.20 0.03